[1]
Entry from the Open Molecules 2025 dataset: 2 unconnected molecules or ions with the total composition C5H10N in a non-equilibrium geometry (ωB97M-V with the def2-TZVPD basis set).

```
16
Properties=species:S:1:pos:R:3:mulliken_charge:R:1
C -0.351 -0.108 2.255 -0.117
C 1.115 -0.991 0.286 -0.497
C 0.350 0.146 -0.154 0.587
C 0.743 1.396 -0.867 -1.411
C -1.410 -0.674 -1.290 -0.799
N 0.156 -0.271 1.080 0.036
H -1.096 0.724 2.524 0.242
H -0.246 -0.653 3.164 0.294
H 0.718 -2.039 0.034 0.226
H 2.135 -0.729 0.436 0.320
H 1.300 1.213 -1.838 0.326
H 1.379 1.994 -0.328 0.479
H 0.009 2.278 -1.123 0.312
H -1.250 -1.735 -1.110 0.338
H -1.267 -0.339 -2.252 0.341
H -2.285 -0.212 -0.816 0.324
```

## Properties
- net charge = +1
- Kohn-Sham gap (spin up / spin down) (hartree) = 0.30185 / 0.30188
- LUMO level (spin up / spin down) (eV) = -5.47 / -5.47



[2]
Entry from the Open Molecules 2025 dataset: a gas-phase ion, C5H10N (charge +1) in a non-equilibrium geometry (ωB97M-V with the def2-TZVPD basis set).

```
16
Properties=species:S:1:pos:R:3:mulliken_charge:R:1
C 1.898 -1.220 1.996 -0.639
C 1.270 -0.328 1.226 -0.353
C 0.058 -0.049 -0.073 0.015
N -1.022 0.388 0.772 -0.320
C 0.006 -0.137 -1.377 0.213
C -1.029 0.536 -2.266 -1.225
H 1.830 -2.256 1.835 0.290
H 2.491 -0.882 2.835 0.256
H 1.404 0.681 1.453 0.268
H -0.647 1.104 1.329 0.377
H -1.464 -0.251 1.421 0.348
H -1.890 0.790 0.148 0.401
H 0.986 -0.443 -1.881 0.327
H -1.981 0.359 -1.834 0.387
H -0.972 0.094 -3.270 0.324
H -0.939 1.613 -2.315 0.332
```

## Properties
- net charge = +1
- Kohn-Sham gap (hartree) = 0.39347
- SMILES = C=C/C([NH3+])=C/C
- LUMO level (eV) = -3.74



[3]
Entry from the Open Molecules 2025 dataset: 2 unconnected molecules or ions with the total composition C5H10N in a non-equilibrium geometry (ωB97M-V with the def2-TZVPD basis set).

```
16
Properties=species:S:1:pos:R:3:mulliken_charge:R:1
C -0.896 2.327 0.100 0.075
C -0.470 1.279 -0.376 -0.180
C -2.540 -1.379 0.004 -0.902
C 2.343 0.236 0.193 -0.713
C 0.112 0.042 -0.703 -0.714
N 1.062 -0.413 0.341 -0.062
H -1.551 3.146 0.064 0.401
H -3.323 -0.774 -0.388 0.338
H -2.289 -2.324 -0.489 0.332
H -2.406 -1.520 1.097 0.317
H 3.050 -0.006 1.063 0.337
H 2.906 -0.201 -0.755 0.313
H 2.178 1.375 0.121 0.307
H 0.218 -0.224 -1.721 0.371
H 1.009 -1.392 0.235 0.360
H 0.597 -0.172 1.214 0.420
```

## Properties
- net charge = +1
- Kohn-Sham gap (spin up / spin down) (hartree) = 0.26208 / 0.35173
- LUMO level (spin up / spin down) (eV) = -5.55 / -3.78



ΔE to the lowest compared entry with this formula, charge and spin in kcal per mole, matching the order above: 120.21, 71.37, 141.02
Electronic energy in a.u., matching the order above: -250.81373, -250.89156, -250.78057